1.
35
Properties=species:S:1:pos:R:3:forces:R:3 method="wB97M-V/def2-TZVPD" energy_ha=-764.5941 orbital_gap_ha=0.3681 homo_ev=-9.784 lumo_energy_ev=0.233 smiles="C[C@@H](N)C(=O)N(C)C.O.O.O.O.O"
C 1.65708 -2.33146 1.14460 0.79 2.16 -0.08
C 1.32879 -0.97281 0.42161 0.14 0.74 -0.63
N 2.53014 -0.02150 0.28341 -2.53 -0.81 0.91
C 0.91269 -1.32917 -1.01983 1.00 -0.47 2.45
O 1.74260 -2.07064 -1.53241 -1.24 0.54 -1.57
N -0.34452 -0.95932 -1.45084 1.12 -0.13 -2.92
C -0.44196 -1.15416 -2.90895 0.25 -1.73 -1.52
C -0.86698 0.36391 -1.22282 -1.17 0.81 3.01
H 1.00517 -3.17426 0.95618 -0.69 0.26 0.51
H 1.92973 -2.04101 2.16798 -0.66 -0.71 0.13
H 2.58290 -2.64708 0.70922 0.67 -0.16 -0.38
H 0.56633 -0.33609 0.85861 0.15 -0.33 0.61
H 3.02310 -0.47956 -0.45711 1.48 -0.12 0.24
H 2.94305 0.06653 1.22774 0.35 -0.29 -1.27
H 0.29278 -0.63622 -3.53191 0.53 0.52 0.68
H -1.36188 -0.84467 -3.38876 -0.66 -0.01 0.77
H -0.25791 -2.19109 -3.22942 -0.28 0.13 0.60
H -0.50140 0.81389 -0.26850 0.11 -0.66 -1.13
H -0.63215 1.02330 -2.05192 -0.20 0.09 0.09
H -1.96464 0.34939 -0.96899 0.83 -0.26 -0.92
O 1.09251 2.58324 -1.32281 -0.84 1.22 0.30
H 1.08730 2.48042 -2.26217 0.07 -0.11 -0.82
H 1.82338 2.10594 -0.98172 1.38 -1.06 0.59
O -0.88397 2.77195 0.51857 1.09 -1.41 -0.35
H -0.97033 3.67110 0.28952 -0.57 1.93 0.03
H -0.08738 2.56596 -0.04110 -0.74 0.02 0.35
O -1.69000 -1.29569 1.54956 1.45 2.00 -1.62
H -1.40152 -1.83026 2.25612 0.50 -1.20 1.39
H -0.86678 -0.70112 1.39078 -2.34 -1.30 0.63
O -0.60764 1.17110 2.82329 1.02 1.43 -2.08
H -0.64968 1.81708 1.99443 -0.47 -1.71 2.61
H -1.49925 0.88550 3.03790 -0.28 0.47 -0.42
O -3.29917 0.86128 1.86587 -1.94 3.33 0.89
H -3.04026 -0.03105 1.99501 1.11 -1.12 -1.60
H -3.15011 1.51656 1.14888 0.56 -2.04 0.53


2.
34
Properties=species:S:1:pos:R:3:forces:R:3 method="wB97M-V/def2-TZVPD" multiplicity=2 energy_ha=-668.7539 s_squared=0.751 orbital_gap_ha="0.0976 / 0.3478" homo_ev="-2.474 / -9.377" lumo_energy_ev="0.182 / 0.086"
C -2.57140 -0.34192 -2.35470 -1.35 3.81 1.34
C -1.37890 -0.43251 -1.40063 1.30 0.47 0.38
C -0.81953 0.93760 -0.92276 1.57 0.52 -0.49
C 0.41728 0.85442 0.00653 0.16 0.68 0.00
N 2.29937 1.52985 2.16850 -1.29 -2.26 -1.57
C 1.30444 2.39291 1.70015 0.65 0.41 -0.79
N 0.47456 2.15190 0.75978 0.03 -1.01 -0.06
N -0.26624 -1.15977 -2.14454 0.37 -1.94 -1.15
H -3.54797 -0.60960 -1.91890 0.53 -0.20 0.13
H -2.48796 -0.83385 -3.27757 0.41 -0.75 -1.13
H -2.71973 0.81392 -2.58677 0.35 -2.34 0.15
H -1.53367 -1.05850 -0.47156 -0.20 0.60 -1.11
H -0.48448 1.65571 -1.69085 -0.27 -0.93 -0.70
H -1.49726 1.60573 -0.43444 -1.14 -0.36 0.77
H 1.37944 0.69147 -0.53726 -0.66 0.40 0.07
H 0.31583 -0.07712 0.54121 -0.02 -0.19 1.22
H 2.15185 0.51967 1.89599 0.20 1.74 0.19
H 2.79791 1.54576 3.02282 0.14 0.93 0.82
H 1.36305 3.48213 1.96012 0.05 -1.20 0.49
H 0.50858 -1.57941 -1.51526 -1.29 0.14 -0.31
H -0.74929 -1.98658 -2.67730 1.38 1.38 1.08
H 0.33525 -0.64452 -2.85707 -0.96 0.30 0.69
H -2.03713 0.50706 3.33651 -3.04 1.58 -0.28
H -0.56591 0.90689 3.47551 1.01 1.85 0.00
O -1.18203 0.22067 3.41050 2.10 -3.57 0.18
H 2.51094 1.06364 -2.46028 -1.66 -0.92 -1.05
H 2.20569 0.48349 -3.90218 -0.94 0.26 1.52
O 1.73193 0.66884 -3.01702 2.54 0.57 -0.63
H -1.76120 -2.79666 1.90541 -0.95 -0.05 0.36
H -0.76977 -1.78796 2.63244 -0.53 -0.46 -0.63
O -0.86226 -2.51264 1.97054 1.12 0.66 0.30
H -0.08353 -2.58747 0.35355 2.95 -0.62 -0.16
H 1.60520 -2.95610 0.23782 -0.71 0.03 0.58
O 0.78722 -2.68619 -0.20022 -1.83 0.50 -0.25